Formula: C65H60N12O10
Source: the Open Molecules 2025 dataset
Level of theory: ωB97M-V/def2-TZVPD

Positions of all 147 atoms, in Å:
O: 3.79589 0.10815 -7.11709
N: 2.91496 0.39039 -6.33238
O: 1.79609 -0.10357 -6.36267
C: 3.06983 1.48008 -5.35077
C: 4.25338 2.18240 -5.33665
C: 4.45056 3.14050 -4.34089
C: 3.46371 3.33453 -3.38863
C: 2.27024 2.61256 -3.42451
C: 2.03523 1.72826 -4.45954
H: 5.04372 1.89431 -6.01645
H: 5.35400 3.73349 -4.38776
H: 3.68488 3.90312 -2.49215
H: 1.59784 2.72502 -2.58653
H: 1.17946 1.06964 -4.49977
O: -4.82931 -0.68692 -3.02160
N: -4.05669 -1.48849 -2.53520
O: -2.84896 -1.39573 -2.59359
C: -4.61509 -2.63773 -1.82927
C: -5.98486 -2.75216 -1.71659
C: -6.51178 -3.80287 -0.97916
C: -5.64279 -4.65039 -0.29405
C: -4.26430 -4.52926 -0.41975
C: -3.74795 -3.52866 -1.23166
H: -6.65379 -2.09222 -2.24861
H: -7.58206 -3.83072 -0.82960
H: -6.02708 -5.54973 0.17593
H: -3.63840 -5.30443 -0.00216
H: -2.68184 -3.41061 -1.36562
O: -0.93463 -3.52053 11.07605
N: -1.64725 -3.92678 10.17614
O: -2.72453 -4.45458 10.33558
C: -1.18740 -3.72180 8.79663
C: -0.22238 -2.76644 8.54466
C: 0.12278 -2.48609 7.23161
C: -0.46863 -3.20147 6.19943
C: -1.44360 -4.15262 6.47936
C: -1.76736 -4.46556 7.78317
H: 0.24622 -2.24530 9.36800
H: 0.91694 -1.78081 7.02697
H: -0.33020 -2.90086 5.16872
H: -1.94341 -4.65375 5.66097
H: -2.45514 -5.25083 8.06181
O: -1.61183 -3.08573 1.11447
N: -0.81800 -2.38819 1.72240
O: -0.27992 -2.70793 2.76093
C: -0.40391 -1.12130 1.12197
C: 0.71589 -0.48396 1.61695
C: 1.22549 0.62367 0.94514
C: 0.67462 0.98107 -0.27548
C: -0.41117 0.28969 -0.80657
C: -1.00117 -0.70343 -0.06008
H: 1.25621 -0.83899 2.48346
H: 2.07450 1.14434 1.36218
H: 1.15980 1.79524 -0.79812
H: -0.80855 0.53346 -1.78409
H: -1.83971 -1.26738 -0.44425
O: -0.81297 0.05622 -4.57324
N: -1.47718 1.06977 -4.65649
O: -1.75688 1.77440 -3.70104
C: -1.96319 1.44663 -5.97889
C: -1.99476 0.48768 -6.97473
C: -2.44680 0.85981 -8.23230
C: -2.92717 2.14619 -8.45462
C: -2.82429 3.10583 -7.45304
C: -2.30610 2.75725 -6.21259
H: -1.56962 -0.49383 -6.82362
H: -2.60832 0.11798 -9.00387
H: -3.29562 2.44336 -9.42764
H: -3.24778 4.09320 -7.57988
H: -2.21127 3.49547 -5.42834
C: -2.65897 3.90933 -1.32414
C: -2.97376 5.08640 -0.64996
C: -3.44590 4.98744 0.64551
N: -3.53353 3.83731 1.31161
C: -3.12985 2.73764 0.68300
C: -2.73050 2.71011 -0.65003
H: -2.31442 3.99002 -2.34772
H: -2.79385 6.05323 -1.10106
H: -3.85704 5.84844 1.16278
H: -3.00695 1.88016 1.34027
H: -2.45292 1.79444 -1.15041
C: 1.51742 3.58017 5.64801
C: 1.47734 2.81032 6.80493
C: 0.92595 1.54335 6.75464
N: 0.40958 1.02253 5.65324
C: 0.37793 1.78416 4.56718
C: 0.94500 3.06007 4.51570
H: 2.00894 4.54200 5.72124
H: 1.90924 3.14555 7.73887
H: 0.92830 0.93170 7.65103
H: -0.04092 1.31329 3.68484
H: 0.89358 3.52396 3.53750
C: 5.49522 0.72634 1.05060
C: 4.62678 -0.32963 0.83372
C: 4.35850 -0.70686 -0.49114
N: 4.91775 -0.13796 -1.53720
C: 5.80364 0.82511 -1.32237
C: 6.13582 1.26964 -0.05056
H: 5.80253 1.00895 2.05055
H: 4.28203 -0.98643 1.62213
H: 3.72800 -1.59012 -0.55956
H: 6.33511 1.26760 -2.15835
H: 6.92306 2.00013 0.09569
C: 0.58159 -2.67814 -3.44525
C: 1.16547 -3.64668 -4.25925
C: 2.49147 -3.54791 -4.62550
N: 3.30306 -2.56922 -4.18813
C: 2.71787 -1.58118 -3.53679
C: 1.38925 -1.60614 -3.12479
H: -0.45246 -2.75396 -3.13796
H: 0.60946 -4.52946 -4.55642
H: 3.00498 -4.32239 -5.18222
H: 3.22740 -0.72391 -3.10797
H: 1.00478 -0.74216 -2.60248
C: 4.47141 -4.00275 1.59239
C: 3.21553 -4.11132 2.15536
C: 2.20365 -4.66887 1.38505
N: 2.37451 -5.04337 0.11756
C: 3.56345 -4.86428 -0.42801
C: 4.64625 -4.31057 0.25035
H: 5.30246 -3.52443 2.10072
H: 3.03773 -3.85720 3.19240
H: 1.20248 -4.87094 1.74919
H: 3.72149 -5.18658 -1.45353
H: 5.62464 -4.21645 -0.19890
C: -4.90178 0.49198 1.73648
C: -4.76455 0.99847 3.01461
C: -4.28756 0.14580 4.00332
N: -4.06404 -1.14786 3.80893
C: -4.22778 -1.61728 2.58425
C: -4.58998 -0.82521 1.49779
H: -5.28864 1.08632 0.91550
H: -4.91162 2.05588 3.19048
H: -4.01656 0.48469 4.99833
H: -4.12128 -2.67763 2.37127
H: -4.66467 -1.28522 0.52217
C: 2.20214 6.23354 -0.41076
C: 3.36219 5.50379 -0.26333
C: 3.32089 4.31469 0.45291
N: 2.18663 3.81764 0.93029
C: 1.05676 4.48770 0.72949
C: 1.01113 5.69913 0.05645
H: 2.20923 7.20616 -0.88578
H: 4.32608 5.92089 -0.53119
H: 4.21267 3.72874 0.64601
H: 0.13581 3.97768 1.00122
H: 0.06883 6.17749 -0.17581

LUMO energy	-0.706	eV
frontier orbital gap	8.386	eV
SMILES	O=[N+]([O-])c1ccccc1.O=[N+]([O-])c1ccccc1.O=[N+]([O-])c1ccccc1.O=[N+]([O-])c1ccccc1.O=[N+]([O-])c1ccccc1.c1ccncc1.c1ccncc1.c1ccncc1.c1ccncc1.c1ccncc1.c1ccncc1.c1ccncc1
largest force on an atom	0.0338	Eh/bohr